# 1
C22H37Br16NO2 | ωB97M-V with the def2-TZVPD basis set

The geometry in ORCA input format:
```
! RIJCOSX wB97M-V def2-TZVPD def2/J DEFGRID3
* xyz 0 1
O -1.4771 2.7373 -1.2362
N -1.6429 2.5356 -2.4754
O -0.7664 2.7284 -3.3317
C -2.9459 2.0684 -2.9155
C -3.8595 1.5572 -2.0835
C -5.1659 1.2109 -2.4984
C -5.4712 1.1720 -3.8693
C -4.5515 1.6416 -4.7543
C -3.3325 2.0965 -4.2608
H -3.6833 1.5166 -1.0188
H -5.8454 1.0190 -1.6811
H -6.4501 0.8182 -4.1573
H -4.7541 1.7466 -5.8099
H -2.6442 2.6732 -4.8608
Br 0.5742 2.7571 5.5484
C 2.0486 1.7983 6.5225
C 3.3151 1.8474 5.6693
Br 2.8373 1.1119 3.8799
H 1.6671 0.7929 6.7011
H 2.2499 2.2846 7.4770
H 4.2123 1.3504 6.0384
H 3.6095 2.8931 5.5802
Br 1.0770 -3.8247 6.1083
C 1.7402 -2.3421 4.9902
C 2.9156 -2.7992 4.0578
Br 2.1799 -3.7567 2.5222
H 2.1985 -1.6704 5.7161
H 1.0331 -1.7367 4.4231
H 3.7406 -3.4142 4.4173
H 3.3992 -1.9492 3.5766
Br -1.1814 -1.9993 -5.9436
C -1.4672 -1.2418 -4.2046
C -0.2713 -0.3434 -3.8841
Br 1.4187 -1.2801 -4.1044
H -1.4763 -2.0380 -3.4602
H -2.3702 -0.6319 -4.1790
H -0.3549 0.0315 -2.8640
H -0.2661 0.5263 -4.5411
Br -0.9516 -5.2331 3.2417
C -2.2199 -3.7707 3.5743
C -2.7373 -3.2456 2.2194
Br -4.0950 -1.8602 2.5352
H -1.7298 -2.9609 4.1149
H -2.9286 -4.2125 4.2747
H -3.2237 -4.0758 1.7073
H -1.9242 -2.9612 1.5514
Br -1.6522 -0.3839 -0.4037
C 0.2270 -0.0839 0.1076
C 0.3685 -0.6199 1.5059
Br -0.8008 0.3608 2.8146
H 0.5985 0.9320 -0.0267
H 0.7292 -0.7899 -0.5539
H 1.3908 -0.5018 1.8654
H 0.0834 -1.6708 1.5551
Br 2.9849 4.4916 -5.8927
C 2.4009 3.8220 -4.1155
C 2.8009 2.3491 -3.8998
Br 2.2992 1.7149 -2.0503
H 1.3405 4.0324 -3.9770
H 2.8577 4.3944 -3.3082
H 3.8845 2.2533 -3.9676
H 2.4588 1.6567 -4.6690
Br 2.2889 -7.4583 -1.1658
C 0.8987 -6.1199 -0.7865
C 1.0860 -4.9278 -1.5522
Br -0.2784 -3.5532 -1.1433
H 0.9589 -5.8826 0.2756
H -0.0699 -6.5820 -0.9771
H 1.2613 -5.1009 -2.6140
H 2.0265 -4.4789 -1.2328
Br 3.4181 4.8782 -0.2783
C 1.5772 5.4632 0.5225
C 0.8359 4.1823 0.9537
Br -1.0388 4.6744 1.5573
H 0.9451 6.0738 -0.1223
H 1.7449 6.1372 1.3626
H 1.3747 3.6741 1.7534
H 0.5694 3.4959 0.1500
*
```

M = 1626.0 g/mol
relative energy (zero: lowest compared OMol25 entry of this formula, charge and spin) = 32.2 kcal per mole
calculated total energy = -42249.8137 Eh
orbital gap = 8.4 eV
LUMO = -0.0416 hartree
SMILES string = O=[N+]([O-])c1ccccc1.BrCCBr.BrCCBr.BrCCBr.BrCCBr.BrCCBr.BrCCBr.BrCCBr.BrCCBr

***

# 2
C34H53ClCrN5PS3Sb | ωB97M-V with the def2-TZVPD basis set

The geometry in ORCA input format:
```
! RIJCOSX wB97M-V def2-TZVPD def2/J DEFGRID3
* xyz -2 2
Cr 0.5569 -0.3106 0.1689
S 1.4127 -0.6797 2.3600
C 3.1441 -0.6362 2.1483
C 3.9460 -0.7172 3.3313
N 4.5651 -0.7781 4.3029
C 3.7334 -0.5342 0.9242
S 2.8314 -0.4570 -0.5583
C 5.1642 -0.5101 0.8220
N 6.3116 -0.4919 0.7091
Cl -1.1736 0.4113 -4.1008
C -1.8182 -1.0159 -3.3035
C -3.0395 -1.4803 -3.7695
C -3.6247 -2.5886 -3.1844
C -2.9543 -3.2200 -2.1401
C -1.7308 -2.7495 -1.7105
C -1.1014 -1.6179 -2.2647
C 0.2134 -1.1778 -1.7715
H -3.5251 -0.9572 -4.5842
H -4.5891 -2.9435 -3.5270
H -3.3983 -4.0764 -1.6456
H -1.2334 -3.2342 -0.8794
H 0.6954 -0.5103 -2.4889
H 0.8533 -2.0607 -1.6740
C -4.6476 1.0317 -2.0693
C -4.4520 -0.0106 -1.0057
C -5.4926 -0.8404 -0.6055
C -5.1866 -1.7487 0.3940
N -3.9983 -1.8412 0.9577
C -3.0388 -0.9857 0.5191
S -1.5070 -1.0835 1.3160
N -3.2472 -0.0772 -0.4564
H -5.5905 0.8877 -2.5994
H -3.8197 1.0017 -2.7772
H -4.6487 2.0232 -1.6124
H -6.4735 -0.7921 -1.0597
H -5.9430 -2.4433 0.7571
C 0.3402 3.4076 2.7451
C 1.2923 3.6554 1.5658
C 2.5455 2.7965 1.8261
C 1.6915 5.1343 1.5527
P 0.4389 2.9958 0.0113
N 0.3421 1.4619 0.1017
C -1.3254 3.6920 -0.0879
C -1.8721 3.3903 -1.4885
C -1.4961 5.1864 0.1999
C -2.2104 2.8875 0.8827
C 1.4215 3.6028 -1.4937
C 2.9166 3.4027 -1.2090
C 1.1020 2.6693 -2.6698
C 1.1977 5.0611 -1.9057
H 0.8907 3.5871 3.6734
H -0.0110 2.3744 2.7518
H -0.5160 4.0810 2.7354
H 2.7358 2.7545 2.9018
H 3.4341 3.2052 1.3490
H 2.4013 1.7743 1.4831
H 2.1126 5.3833 2.5329
H 0.8507 5.8044 1.3757
H 2.4603 5.3465 0.8096
H -1.3925 3.9787 -2.2684
H -2.9365 3.6439 -1.5001
H -1.7784 2.3281 -1.7212
H -0.8956 5.8213 -0.4526
H -1.2595 5.4322 1.2349
H -2.5482 5.4481 0.0394
H -1.9629 1.8258 0.8549
H -3.2547 2.9975 0.5703
H -2.1357 3.2451 1.9072
H 3.1215 2.3903 -0.8568
H 3.3094 4.1228 -0.4930
H 3.4616 3.5449 -2.1479
H 1.2005 1.6285 -2.3630
H 1.8213 2.8637 -3.4726
H 0.1041 2.8071 -3.0745
H 1.3837 5.7621 -1.0910
H 0.1918 5.2376 -2.2851
H 1.8973 5.3032 -2.7137
C 3.5684 -5.5736 1.8500
C 3.0130 -4.1567 1.9232
Sb 1.0864 -3.7880 0.9764
C 0.8629 -5.7368 -0.0017
C 1.4578 -5.6977 -1.4075
C -0.1056 -4.2808 2.7099
C 0.2568 -5.5646 3.4445
H 4.5424 -5.6424 2.3456
H 3.7074 -5.8965 0.8154
H 2.9042 -6.2983 2.3250
H 3.7082 -3.4526 1.4636
H 2.8944 -3.8324 2.9600
H -0.2145 -5.9238 -0.0505
H 1.3040 -6.5406 0.5915
H 1.0150 -4.8913 -1.9974
H 1.3012 -6.6334 -1.9547
H 2.5348 -5.5105 -1.3786
H -1.1432 -4.2860 2.3692
H -0.0148 -3.4094 3.3617
H 0.2041 -6.4367 2.7876
H -0.4176 -5.7494 4.2878
H 1.2715 -5.5191 3.8461
*
```

M = 868.2 g/mol
relative energy (zero: lowest compared OMol25 entry of this formula, charge and spin) = 0.0 kcal per mole
calculated total energy = -4882.0212 Eh
orbital gap (spin up / spin down) = 5.7 / 5.7 eV
LUMO (spin up / spin down) = 0.1514 / 0.1513 hartree

***

# 3
C34H75N7O11P2 | ωB97M-V with the def2-TZVPD basis set

The geometry in ORCA input format:
```
! RIJCOSX wB97M-V def2-TZVPD def2/J DEFGRID3
* xyz 0 1
C 1.2693 0.0803 2.0980
C 0.7186 -1.2896 1.6398
C -0.8070 -1.3570 1.6286
O -1.2380 -0.6452 0.4764
C -2.6099 -0.7649 0.1259
C -3.0917 0.6929 0.0624
C -2.7823 1.4426 1.3783
C -1.7525 2.5731 1.2308
O -2.3765 3.7503 0.7373
C -2.3045 3.8601 -0.6698
O -3.3491 -1.3154 1.2396
C -3.7823 -2.5629 0.9245
O -3.7725 -3.4595 1.7274
C -4.2596 -2.4718 -0.5319
N -4.4668 -3.6369 -1.2796
C -4.7916 -4.7835 -0.7974
C -3.7019 -5.7860 -0.4811
C -6.1815 -5.2959 -0.5664
O -5.2792 -1.4751 -0.5105
C -6.5882 -1.9427 -0.4100
C -7.0074 -2.3022 1.0194
C -6.9155 -1.0416 1.8942
C -2.9819 -1.6374 -1.1253
C -1.9797 -2.6569 -1.6368
C -0.5326 -2.2091 -1.8185
O 0.3404 -3.0650 -1.8256
O -0.2078 -0.8970 -2.0138
O -3.6071 -0.7744 -2.0662
C -2.8136 -0.3417 -3.1665
C -3.7335 0.5129 -4.0447
C -3.4665 0.2799 -5.5323
O -3.6309 1.9011 -3.7255
H 0.4535 0.7110 2.4420
H 1.8298 0.5355 1.2840
H 1.9779 -0.0671 2.9109
H 1.0523 -1.5799 0.6428
H 1.0855 -2.0705 2.3077
H -1.1534 -0.9258 2.5686
H -1.0655 -2.4184 1.5988
H -4.1575 0.7593 -0.1199
H -2.5101 1.1491 -0.7373
H -3.7014 1.9417 1.6882
H -2.5118 0.7799 2.1981
H -0.9023 2.2562 0.6254
H -1.4326 2.8204 2.2446
H -2.0459 4.8686 -0.9968
H -1.5705 3.1880 -1.1173
H -3.2726 3.6089 -1.1170
H -4.1012 -6.5863 0.1407
H -3.2922 -6.1766 -1.4134
H -2.9037 -5.3214 0.0922
H -6.3966 -5.3032 0.5027
H -6.9452 -4.7924 -1.1485
H -6.1965 -6.3485 -0.8639
H -6.8362 -2.7238 -1.1302
H -7.2203 -1.0939 -0.6817
H -8.0112 -2.7288 0.9922
H -6.3340 -3.0392 1.4614
H -7.3541 -1.2014 2.8766
H -5.8574 -0.8307 2.0479
H -7.3567 -0.1875 1.3834
H -2.3170 -2.9784 -2.6203
H -1.9386 -3.4948 -0.9517
H 0.3892 -0.6512 -1.2967
H -2.0399 0.3319 -2.8023
H -2.4334 -1.1507 -3.7924
H -4.7599 0.1877 -3.8541
H -3.7664 1.1708 -6.0806
H -2.4222 0.0445 -5.7314
H -4.0930 -0.5360 -5.8899
H -4.3332 2.0729 -3.0955
C 4.6728 6.6381 1.1292
N 3.7503 5.6815 0.5530
C 4.4239 4.4828 0.0631
P 2.2184 6.0149 -0.1689
O 1.4983 4.7426 0.1809
N 1.2948 7.1020 0.7893
C 1.8570 8.0761 1.7012
C 0.0235 6.6114 1.3053
N 2.7846 7.3459 -1.1466
C 1.6952 8.0782 -1.8432
C 3.7249 6.9272 -2.2149
H 5.1199 7.3300 0.4004
H 5.4960 6.1128 1.6163
H 4.2133 7.2256 1.9191
H 4.8779 4.6227 -0.9284
H 3.7221 3.6517 -0.0112
H 5.2099 4.1670 0.7503
H 2.1843 7.6150 2.6422
H 1.1090 8.8355 1.9485
H 2.6871 8.6217 1.2534
H 0.1644 5.9736 2.1859
H -0.5157 6.0431 0.5534
H -0.6261 7.4435 1.5893
H 1.1209 7.4235 -2.5052
H 2.1200 8.8877 -2.4381
H 1.0084 8.5362 -1.1391
H 3.3125 6.1313 -2.8407
H 4.6698 6.5825 -1.7977
H 3.9687 7.7755 -2.8527
C 5.3230 -2.0370 1.6278
N 5.1839 -3.2992 2.3251
C 5.9484 -3.3358 3.5680
P 4.8240 -4.8406 1.6339
O 4.0688 -5.4524 2.7806
N 3.5348 -4.7365 0.5059
C 3.1897 -3.5430 -0.2415
C 2.3294 -5.4998 0.8002
N 5.9833 -4.7127 0.3348
C 5.8858 -5.8119 -0.6598
C 7.3904 -4.7278 0.8043
H 6.1928 -1.9851 0.9566
H 5.4279 -1.2243 2.3488
H 4.4347 -1.7855 1.0541
H 7.0138 -3.5559 3.4081
H 5.5527 -4.0980 4.2398
H 5.8784 -2.3853 4.0990
H 2.6394 -2.8258 0.3755
H 2.5567 -3.7961 -1.0931
H 4.0673 -3.0592 -0.6704
H 1.6956 -4.9983 1.5429
H 2.5722 -6.4916 1.1719
H 1.7437 -5.6363 -0.1126
H 6.0352 -6.7934 -0.2001
H 6.6403 -5.6729 -1.4350
H 4.9226 -5.8137 -1.1593
H 7.6068 -5.5933 1.4363
H 7.6311 -3.8247 1.3633
H 8.0692 -4.7449 -0.0472
*
```

M = 820.0 g/mol
calculated total energy = -3233.9589 Eh
orbital gap = 8.4 eV
LUMO = 0.0062 hartree
SMILES string = CCCO[C@]1(CCCOC)OC(=O)[C@@](N=C(C)C)(OCCC)[C@@]1(CC(=O)O)OC[C@H](C)O.CN(C)P(=O)(N(C)C)N(C)C.CN(C)P(=O)(N(C)C)N(C)C

***

# 4
C14H51AgO12 | ωB97M-V with the def2-TZVPD basis set

The geometry in ORCA input format:
```
! RIJCOSX wB97M-V def2-TZVPD def2/J DEFGRID3
* xyz 1 2
Ag 0.4749 2.6466 3.1248
C 0.2474 1.1310 -0.9233
C 0.2158 0.4971 0.5126
C 0.4508 -0.9872 0.3655
O 1.1452 1.1946 1.2951
H 1.2672 1.2175 -1.2982
H -0.2134 2.1109 -0.7979
H -0.3201 0.5035 -1.6105
H -0.8211 0.7314 0.7536
H 0.4753 -1.5269 1.3122
H 1.4386 -1.1053 -0.0799
H -0.4217 -1.4228 -0.1214
C 4.0287 -0.5289 -1.7950
O 5.2236 0.0746 -1.2335
H 3.5308 0.1557 -2.4816
H 4.3328 -1.4787 -2.2348
H 3.3105 -0.8521 -1.0414
H 5.9486 0.0164 -1.8601
C 3.7144 -1.3613 1.8981
O 3.7513 -0.0982 1.3031
H 2.7773 -1.6295 2.3858
H 3.7507 -2.1425 1.1388
H 4.5457 -1.5170 2.5857
H 2.9149 0.3719 1.3359
C -2.9017 -3.9856 2.3662
O -2.1387 -2.8453 2.1292
H -3.8964 -3.5650 2.5139
H -2.7721 -4.7542 1.6043
H -2.6702 -4.4998 3.2990
H -1.2289 -3.1476 2.0795
C -3.9158 -2.0927 -1.2752
O -4.1285 -1.5006 -2.5103
H -4.2544 -1.4807 -0.4392
H -4.3048 -3.0981 -1.1139
H -2.8341 -2.0634 -1.1437
H -3.5571 -2.0581 -3.0434
C -1.4142 4.7423 1.2219
O -1.2537 3.4059 1.6660
H -0.8332 5.0107 0.3396
H -2.4835 4.9167 1.1024
H -1.0423 5.3812 2.0229
H -1.7838 2.8699 1.0715
C -4.4006 1.6713 -0.1795
O -3.4191 2.0844 0.7865
H -4.7733 2.6406 -0.5106
H -3.8621 1.1953 -0.9989
H -5.2581 1.1732 0.2731
H -3.3437 1.3369 1.3842
C 3.5450 3.3736 -1.2823
O 3.8686 2.8217 -0.0668
H 4.4446 3.5800 -1.8621
H 2.8079 2.6914 -1.7057
H 3.0685 4.3172 -1.0168
H 3.0551 2.7078 0.4299
C 0.8429 3.9320 -4.0843
O 2.1667 3.6915 -4.4879
H 0.7339 4.9924 -3.8565
H 0.0610 3.5715 -4.7527
H 0.6099 3.6079 -3.0700
H 2.2711 2.7378 -4.5219
C -0.0583 -5.2111 1.1138
O 0.2041 -4.1379 1.9276
H -0.4855 -4.9486 0.1460
H 0.8683 -5.7534 0.9253
H -0.7135 -5.9065 1.6384
H 0.6049 -4.5723 2.6841
C -1.2447 0.3189 4.9939
O -0.8521 0.8039 3.7410
H -0.5895 -0.5333 5.1739
H -1.0883 0.9221 5.8883
H -2.2227 -0.1620 5.0122
H -1.5854 0.5491 3.1762
C -0.0313 -1.7728 -3.2019
O 0.5384 -1.2333 -4.4120
H -0.2564 -2.8203 -3.4022
H 0.6990 -1.7314 -2.3938
H -0.9339 -1.3402 -2.7701
H 0.3741 -1.8337 -5.1429
*
```

M = 519.4 g/mol
relative energy (zero: lowest compared OMol25 entry of this formula, charge and spin) = 66.7 kcal per mole
calculated total energy = -1613.2600 Eh
orbital gap (spin up / spin down) = 7.7 / 5.9 eV
LUMO (spin up / spin down) = -0.1469 / -0.2131 hartree

***

# 5
C9H9N2 | ωB97M-V with the def2-TZVPD basis set

The geometry in ORCA input format:
```
! RIJCOSX wB97M-V def2-TZVPD def2/J DEFGRID3
* xyz 1 1
C -0.7346 2.5164 -0.1064
C -1.5959 1.9888 -1.0469
C 0.1956 1.6718 0.5476
C -1.4774 0.7176 -1.5282
C 0.2333 0.3351 0.2596
C -0.5825 -0.1146 -0.8367
C 0.7597 -2.0317 0.1825
C 0.9543 -0.9079 0.8557
C 1.8005 -0.8901 2.1313
N -0.7907 -1.8914 -2.2276
N -0.3694 -1.4330 -1.1721
H -0.7855 3.5522 0.2757
H -2.5006 2.4277 -1.4356
H 0.9685 2.0633 1.2157
H -2.1744 0.5843 -2.2904
H 1.0398 -3.0406 -0.0750
H 1.0496 -0.4230 2.8660
H 2.7205 -0.3039 2.1363
H 1.9931 -1.8573 2.5677
H -0.7039 -2.9638 -2.3191
*
```

M = 145.2 g/mol
relative energy (zero: lowest compared OMol25 entry of this formula, charge and spin) = 114.3 kcal per mole
calculated total energy = -457.4783 Eh
orbital gap (spin up / spin down) = 7.9 / 7.9 eV
LUMO (spin up / spin down) = -0.2051 / -0.2051 hartree